Entry 1:
Density functional theory data (ωB97M-V/def2-TZVPD) for C40H30Co2N2O5P as an isolated structure.

Results
* energy relative to the best compared isomer or geometry (same formula, charge and spin): 8.10 kcal/mol
* frontier orbital gap: 5.08 eV
* HOMO: -2.81 eV
* net charge: -1

Each line ends with the Löwdin charge.
Atoms and positions in Å:
O: -3.22212 -3.10953 1.33261  0.124
C: -2.61868 -2.17505 1.01263  -0.119
Co: -1.87847 -0.65024 0.62377  0.084
C: -1.04976 -0.33736 2.14458  -0.132
O: -0.41384 -0.22453 3.10826  0.116
C: -0.61590 -1.25904 -0.37638  -0.142
O: 0.27144 -1.62423 -1.03106  0.071
C: -2.95880 0.24472 -0.50409  -0.304
C: -3.37757 0.29928 0.85410  -0.353
C: -4.42124 0.30422 1.74365  -0.100
C: -4.20894 0.24054 3.17741  -0.243
C: -4.95512 -0.68083 3.95740  -0.052
C: -4.66604 -0.85292 5.30495  -0.115
C: -3.69338 -0.05375 5.92276  -0.122
C: -2.99571 0.89583 5.17236  -0.100
C: -3.23474 1.03043 3.81262  -0.060
Co: -2.34854 1.93567 -0.05959  -0.069
C: -1.62960 2.95099 1.18306  -0.204
O: -1.12257 3.68505 1.93426  0.065
C: -3.43109 3.00975 -0.90783  -0.200
O: -4.01849 3.78821 -1.54406  0.058
P: -0.75427 2.05185 -1.52298  1.065
C: 0.96010 1.73036 -0.94808  -0.318
C: 2.05657 1.80556 -1.81934  -0.105
C: 3.34072 1.51793 -1.35254  -0.088
C: 3.53410 1.17140 -0.00944  -0.090
C: 2.45132 1.12850 0.87203  -0.064
C: 1.17344 1.43276 0.40117  -0.097
C: -1.03497 0.91577 -2.92856  -0.335
C: -0.07761 0.00419 -3.37625  -0.103
C: -0.41260 -0.95812 -4.32522  -0.087
C: -1.70055 -0.98358 -4.86894  -0.099
C: -2.64523 -0.02113 -4.49187  -0.082
C: -2.30726 0.93234 -3.52488  -0.114
C: -0.57945 3.66309 -2.37981  -0.316
C: -0.78759 3.83515 -3.75410  -0.082
C: -0.85980 5.11744 -4.30182  -0.091
C: -0.66689 6.23565 -3.48474  -0.104
C: -0.36643 6.07135 -2.12568  -0.085
C: -0.30185 4.78538 -1.58148  -0.082
H: -3.51551 -0.05412 -1.38034  0.068
H: -5.43994 0.17110 1.34993  0.106
H: -5.71827 -1.28326 3.45600  0.106
H: -5.19778 -1.60965 5.88541  0.090
H: -3.47260 -0.18053 6.98327  0.085
H: -2.25295 1.53260 5.64229  0.098
H: -2.71468 1.77395 3.20919  0.087
H: 1.89926 2.06988 -2.86276  0.107
H: 4.18612 1.56003 -2.03935  0.096
H: 4.53582 0.93987 0.35625  0.097
H: 2.58775 0.86995 1.92593  0.108
H: 0.33437 1.43444 1.10356  0.053
H: 0.93694 0.05835 -3.00392  0.083
H: 0.33472 -1.69412 -4.62433  0.100
H: -1.97281 -1.75742 -5.59061  0.094
H: -3.64841 -0.00826 -4.93237  0.103
H: -3.04742 1.68343 -3.23246  0.104
H: -0.90815 2.97319 -4.40156  0.095
H: -1.08019 5.23910 -5.36350  0.098
H: -0.75173 7.24044 -3.90451  0.094
H: -0.19635 6.94198 -1.48426  0.101
H: -0.05177 4.66144 -0.52548  0.102
C: 6.28581 -4.15468 3.51884  -0.073
C: 5.42849 -4.37843 2.30774  -0.292
C: 4.20623 -3.69834 2.18111  0.024
C: 3.42063 -3.91281 1.04751  -0.228
C: 3.89637 -4.81669 0.05067  -0.212
C: 5.09136 -5.50674 0.16217  -0.031
C: 5.85970 -5.27122 1.31072  -0.065
N: 2.91043 -4.82495 -0.92902  0.091
C: 1.90818 -3.97522 -0.53398  -0.146
N: 2.18876 -3.42329 0.64447  0.116
H: 7.21045 -4.73728 3.44600  0.068
H: 6.55779 -3.09681 3.62913  0.080
H: 5.76860 -4.45351 4.44022  0.080
H: 3.84706 -3.00421 2.94234  0.122
H: 5.38510 -6.19441 -0.63133  0.103
H: 6.81405 -5.78023 1.45102  0.100
H: 2.91503 -5.35063 -1.79777  0.152
H: 1.02692 -3.83604 -1.14506  0.110

Entry 2:
Density functional theory data (ωB97M-V/def2-TZVPD) for C40H30F6GeIN4O10S2Zr as an isolated structure.

Results
* energy relative to the best compared isomer or geometry (same formula, charge and spin): 22.04 kcal/mol
* frontier orbital gap: 6.10 eV
* HOMO: -4.10 eV
* net charge: -1

Each line ends with the Löwdin charge.
Atoms and positions in Å:
Zr: 0.36677 0.61164 1.12443  1.853
O: -2.38687 -2.33595 2.55949  0.098
C: -1.80764 -1.40358 1.75904  -0.455
O: -0.59122 -1.04790 2.06847  -0.251
C: -2.43710 -0.89213 0.67363  -0.183
C: -3.85025 -0.87870 0.39167  -0.036
C: -4.37738 0.17460 -0.26646  -0.093
C: -3.51097 1.27163 -0.66250  -0.008
C: -2.18164 1.10958 -0.64222  -0.190
N: -1.60458 -0.08065 -0.17922  -0.137
C: -1.24419 2.25577 -0.89470  -0.584
O: -1.58301 3.22824 -1.54153  0.067
O: -0.07578 2.10051 -0.33284  -0.191
H: -1.65601 -2.80133 2.98779  0.111
H: -4.47594 -1.67792 0.77221  0.112
H: -5.44049 0.23324 -0.46099  0.091
H: -3.90714 2.23099 -0.96159  0.117
F: 0.85344 0.54841 5.92628  0.149
C: 0.64550 -0.59533 5.28103  -0.675
F: -0.58303 -0.60590 4.79682  0.167
F: 0.77799 -1.60384 6.14213  0.143
S: 1.94288 -0.74455 3.96982  0.644
O: 1.69188 0.36241 3.05148  -0.392
O: 3.16644 -0.66911 4.69952  -0.246
N: 1.68029 -2.16610 3.36964  -0.271
S: 1.65558 -2.48910 1.83857  0.625
O: 0.67151 -3.43985 1.44610  -0.238
O: 1.88660 -1.30114 1.03188  -0.388
C: 3.25654 -3.38149 1.64979  -0.669
F: 3.24747 -4.50242 2.37261  0.139
F: 3.43958 -3.70146 0.36620  0.139
F: 4.26857 -2.61461 2.05283  0.143
C: -0.31955 -0.60985 -0.63744  -0.333
Ge: 0.05663 -0.62625 -2.55788  1.034
C: -1.60285 -0.41090 -3.57492  -0.247
C: -1.66163 0.31012 -4.76468  -0.101
C: -2.84379 0.39655 -5.48861  -0.094
C: -3.98573 -0.24401 -5.03009  -0.100
C: -3.93860 -0.97426 -3.85034  -0.088
C: -2.75559 -1.05726 -3.13284  -0.104
C: 1.37435 0.68192 -3.19852  -0.268
C: 2.70268 0.31995 -3.42641  -0.142
C: 3.64145 1.24922 -3.85381  -0.109
C: 3.26603 2.56926 -4.05648  -0.096
C: 1.95095 2.94922 -3.82809  -0.072
C: 1.01497 2.01450 -3.40689  -0.101
C: 0.76094 -2.40546 -3.02756  -0.250
C: 1.30702 -2.61635 -4.29553  -0.121
C: 1.74466 -3.87121 -4.69318  -0.097
C: 1.64327 -4.94905 -3.82328  -0.103
C: 1.09388 -4.76168 -2.56445  -0.087
C: 0.65259 -3.50299 -2.17530  -0.093
H: -0.30652 -1.66261 -0.35666  0.035
H: -0.78040 0.82583 -5.13097  0.092
H: -2.87248 0.97092 -6.40673  0.096
H: -4.91121 -0.17086 -5.58840  0.094
H: -4.82671 -1.47030 -3.47796  0.100
H: -2.74153 -1.62053 -2.20620  0.101
H: 3.02236 -0.70304 -3.25591  0.098
H: 4.66724 0.94166 -4.02078  0.097
H: 3.99586 3.29974 -4.38414  0.095
H: 1.64688 3.97936 -3.96571  0.104
H: 0.00167 2.35071 -3.22052  0.089
H: 1.38593 -1.78972 -4.99421  0.100
H: 2.16400 -4.00693 -5.68295  0.096
H: 1.98859 -5.92932 -4.12831  0.095
H: 1.00872 -5.59476 -1.87757  0.102
H: 0.23303 -3.38843 -1.18290  0.079
I: -6.21385 1.45189 7.11513  0.823
C: -4.58976 1.67517 5.81962  -0.738
C: -4.68317 1.19434 4.52241  -0.139
C: -3.60022 1.33663 3.66800  0.010
C: -2.43816 1.95611 4.11210  -0.121
C: -2.35853 2.43112 5.41464  -0.016
C: -3.43497 2.29473 6.27611  -0.152
C: -1.24718 2.05641 3.20240  -0.565
O: -0.18637 2.53932 3.62063  0.005
O: -1.39335 1.56341 2.03533  -0.121
H: -5.58669 0.70756 4.18144  0.092
H: -3.64370 0.95857 2.65394  0.113
H: -1.43822 2.89795 5.73977  0.119
H: -3.37570 2.66065 7.29216  0.088
N: 2.33247 3.30893 2.31855  0.168
C: 3.08435 2.61033 1.43151  -0.361
C: 4.46117 2.87808 1.28642  -0.018
C: 5.19197 2.17031 0.36747  -0.066
C: 4.56850 1.20870 -0.43203  -0.061
C: 3.22480 1.01720 -0.24230  -0.129
N: 2.49327 1.68086 0.66531  0.017
H: 2.83748 3.82103 3.02065  0.104
H: 1.42488 2.96896 2.63940  0.052
H: 4.92214 3.62724 1.91616  0.107
H: 6.25334 2.36100 0.26651  0.106
H: 5.10125 0.64074 -1.17904  0.100
H: 2.67933 0.29555 -0.83545  0.090